## 1
Entry from the Open Molecules 2025 dataset: 2 unconnected molecules or ions with the total composition Cl3OPS (ωB97M-V/def2-TZVPD).

SMILES = ClP(Cl)Cl.O=S
gap between HOMO and LUMO (spin up / spin down) = 7.74 / 7.72 eV
net charge = 0
highest occupied orbital energy (spin up / spin down) = -9.3 / -9.3 eV

Each line ends with the natural charge from an NBO analysis.
CARTESIAN COORDINATES (ANGSTROEM)
Cl  -0.462  1.824  0.224  -0.255
P  0.457  1.218  -1.430  0.789
Cl  1.945  -0.026  -0.896  -0.264
Cl  -0.992  -0.026  -1.936  -0.263
O  -0.545  -1.345  2.756  -0.661
S  -0.403  -1.646  1.282  0.655

=====

## 2
Entry from the Open Molecules 2025 dataset: 2 unconnected molecules or ions with the total composition Cl3OPS (ωB97M-V/def2-TZVPD).

gap between HOMO and LUMO (spin up / spin down) = 6.07 / 6.07 eV
net charge = 0
highest occupied orbital energy (spin up / spin down) = -9.3 / -9.3 eV

Each line ends with the natural charge from an NBO analysis.
CARTESIAN COORDINATES (ANGSTROEM)
O  0.307  -0.645  2.053  -0.995
P  0.398  -0.445  0.587  1.492
S  -0.796  2.409  -0.171  -0.027
Cl  -0.303  -2.027  -0.319  -0.176
Cl  2.253  -0.065  0.151  -0.184
Cl  -0.222  2.718  -2.004  -0.110

=====

Result of the stability comparison: 1 is the most stable of them.

=====

## 1
Entry from the Open Molecules 2025 dataset: a molecular structure, C7H10N2 (ωB97M-V/def2-TZVPD).

gap between HOMO and LUMO = 8.84 eV
net charge = 0
highest occupied orbital energy = -8.3 eV

Each line ends with the natural charge from an NBO analysis.
CARTESIAN COORDINATES (ANGSTROEM)
C  2.830  -0.832  -0.536  -0.621
C  1.825  -0.443  0.425  -0.324
C  1.500  1.158  0.452  -0.176
C  -1.164  1.236  -0.358  -0.130
C  -1.756  -0.097  -0.107  0.134
C  -3.279  -0.519  0.036  -0.675
C  0.329  -0.429  -0.028  0.322
H  3.685  0.299  -0.778  0.198
H  3.651  -2.011  -0.098  0.262
H  1.876  -0.723  -1.446  0.257
H  1.985  -0.647  1.582  0.217
H  2.226  1.600  -0.332  0.201
H  1.657  1.462  1.568  0.226
H  -1.467  2.098  -0.906  0.227
H  -3.036  -1.349  0.920  0.252
H  -3.611  -0.967  -1.042  0.244
H  -4.018  0.411  0.677  0.229
N  0.151  0.939  -0.099  -0.365
N  -0.816  -1.026  0.179  -0.477

=====

## 2
Entry from the Open Molecules 2025 dataset: a molecular structure, C7H10N2 (ωB97M-V/def2-TZVPD).

gap between HOMO and LUMO = 9.29 eV
net charge = 0
highest occupied orbital energy = -8.3 eV

Each line ends with the natural charge from an NBO analysis.
CARTESIAN COORDINATES (ANGSTROEM)
C  2.199  -0.466  0.075  -0.428
C  -0.084  -0.834  -0.510  -0.052
C  -1.412  -0.197  -1.033  -0.078
C  -0.811  -0.441  0.911  -0.121
C  -0.475  1.006  0.855  -0.292
C  -0.969  1.289  -0.581  -0.227
C  0.465  1.267  -0.289  -0.073
H  2.395  -1.400  -0.551  0.214
H  3.045  0.248  0.152  0.210
H  1.963  -0.691  1.171  0.173
H  0.223  -1.917  -0.565  0.218
H  -1.784  -0.591  -1.972  0.226
H  -2.162  -1.669  0.218  0.342
H  -0.666  -0.865  1.963  0.216
H  -0.660  1.708  1.701  0.237
H  -1.541  2.156  -0.913  0.242
H  1.304  1.998  -0.130  0.231
N  1.032  0.011  -0.697  -0.430
N  -2.062  -0.613  0.194  -0.608

=====

## 3
Entry from the Open Molecules 2025 dataset: a molecular structure, C7H10N2 (ωB97M-V/def2-TZVPD).

gap between HOMO and LUMO (spin up / spin down) = 8.23 / 8.23 eV
net charge = 0
highest occupied orbital energy (spin up / spin down) = -7.6 / -7.6 eV

Each line ends with the natural charge from an NBO analysis.
CARTESIAN COORDINATES (ANGSTROEM)
C  1.045  -2.061  -0.376  -0.242
C  1.082  -3.092  -2.640  0.101
C  0.426  -0.832  -0.110  0.224
C  0.474  -0.078  1.161  -0.487
C  -0.432  0.838  0.320  0.113
C  -1.894  1.133  0.825  -0.621
C  0.250  2.126  0.072  -0.621
N  0.988  -2.693  -1.523  -0.183
N  -0.378  -0.101  -0.810  -0.441
H  1.552  -2.540  0.410  0.212
H  0.768  -3.735  -3.425  0.233
H  0.043  -0.568  2.056  0.222
H  1.450  0.391  1.377  0.215
H  -1.732  1.814  1.618  0.202
H  -2.434  0.220  1.122  0.219
H  -2.350  1.909  0.120  0.217
H  0.274  2.870  0.900  0.215
H  -0.348  2.552  -0.788  0.212
H  1.214  1.848  -0.309  0.210

=====

Result of the stability comparison: 2 is the most stable of them.

=====

## 1
Entry from the Open Molecules 2025 dataset: C4H10N4O in the gas phase (ωB97M-V/def2-TZVPD).

SMILES = C/N=N/N(C)C(=O)NC
gap between HOMO and LUMO = 10.04 eV
net charge = 0
highest occupied orbital energy = -9.2 eV

Each line ends with the natural charge from an NBO analysis.
CARTESIAN COORDINATES (ANGSTROEM)
C  -3.457  0.156  0.584  -0.450
N  -2.187  -0.424  0.091  -0.243
N  -1.209  0.319  0.228  0.033
N  -0.040  -0.264  -0.134  -0.323
C  -0.030  -1.405  -1.072  -0.447
C  1.009  0.678  -0.207  0.778
O  0.724  1.810  -0.555  -0.590
N  2.297  0.243  -0.045  -0.633
C  2.803  -0.688  1.020  -0.412
H  -3.322  1.175  0.933  0.202
H  -3.968  -0.521  1.282  0.210
H  -4.103  0.255  -0.335  0.206
H  -0.840  -2.028  -0.759  0.238
H  0.886  -2.003  -1.048  0.215
H  -0.193  -1.063  -2.095  0.202
H  3.003  0.914  -0.312  0.400
H  3.733  -1.173  0.652  0.207
H  2.995  -0.180  1.993  0.196
H  2.037  -1.415  1.202  0.211

=====

## 2
Entry from the Open Molecules 2025 dataset: a molecular structure, C4H10N4O (ωB97M-V/def2-TZVPD).

gap between HOMO and LUMO (spin up / spin down) = 7.70 / 7.70 eV
net charge = 0
highest occupied orbital energy (spin up / spin down) = -8.0 / -8.0 eV

Each line ends with the natural charge from an NBO analysis.
CARTESIAN COORDINATES (ANGSTROEM)
C  0.741  -0.773  1.968  -0.392
N  0.939  -0.779  0.542  -0.681
C  1.099  0.426  -0.259  0.783
N  0.426  1.523  0.414  -0.920
O  2.214  0.615  -0.789  -0.712
H  1.538  -1.513  0.189  0.378
H  -0.235  1.966  -0.212  0.366
H  1.100  2.221  0.710  0.384
H  -0.264  -0.412  2.197  0.184
H  0.833  -1.789  2.348  0.199
H  1.455  -0.131  2.498  0.176
C  -0.104  -0.160  -2.612  -0.043
C  -2.354  -0.150  0.237  -0.118
N  -0.377  -0.037  -1.392  -0.272
N  -1.580  -0.874  -0.423  -0.159
H  -0.863  -0.468  -3.328  0.177
H  -3.349  -0.543  0.443  0.221
H  -2.150  0.917  0.399  0.196
H  0.931  -0.038  -2.929  0.234

=====

Result of the stability comparison: 1 is the most stable of them.

=====

## 1
Entry from the Open Molecules 2025 dataset: C4H9N3O2 in the gas phase (ωB97M-V/def2-TZVPD).

SMILES = CO/C=N\O/C(C)=N/N
gap between HOMO and LUMO = 9.15 eV
net charge = 0
highest occupied orbital energy = -8.4 eV

Each line ends with the natural charge from an NBO analysis.
CARTESIAN COORDINATES (ANGSTROEM)
C  -0.050  -3.736  -0.996  -0.253
O  -0.104  -2.353  -0.723  -0.493
C  0.801  -1.815  0.055  0.371
N  0.980  -0.561  0.322  -0.173
O  -0.025  0.156  -0.226  -0.368
C  -0.197  1.352  0.276  0.529
C  -1.304  2.248  -0.248  -0.686
N  0.808  1.803  0.999  -0.347
N  0.543  3.240  1.418  -0.714
H  -0.904  -3.937  -1.701  0.210
H  0.892  -3.940  -1.474  0.184
H  -0.168  -4.364  -0.105  0.184
H  1.477  -2.560  0.501  0.158
H  -0.958  3.017  -0.924  0.236
H  -1.948  2.664  0.514  0.250
H  -1.949  1.612  -0.885  0.219
H  0.998  3.326  2.353  0.352
H  1.109  3.848  0.844  0.341

=====

## 2
Entry from the Open Molecules 2025 dataset: C4H9N3O2 in the gas phase (ωB97M-V/def2-TZVPD).

SMILES = CN(C/N=C\N)C(=O)O
gap between HOMO and LUMO = 9.68 eV
net charge = 0
highest occupied orbital energy = -9.0 eV

Each line ends with the natural charge from an NBO analysis.
CARTESIAN COORDINATES (ANGSTROEM)
C  -1.719  1.596  -0.168  -0.416
N  -1.124  0.335  0.215  -0.444
C  0.252  0.367  0.651  -0.084
N  0.986  0.559  -0.573  -0.509
C  2.067  -0.082  -0.776  0.290
N  2.866  -0.720  0.139  -0.841
C  -1.703  -0.837  -0.185  0.887
O  -2.798  -0.903  -0.702  -0.657
O  -1.120  -1.947  0.361  -0.718
H  -1.070  2.099  -0.887  0.208
H  -2.688  1.400  -0.619  0.243
H  -1.835  2.232  0.712  0.191
H  0.443  -0.565  1.196  0.189
H  0.410  1.217  1.329  0.195
H  2.542  0.087  -1.736  0.168
H  2.424  -1.157  0.932  0.392
H  3.797  -0.996  -0.120  0.399
H  -1.731  -2.686  0.229  0.505

=====

Result of the stability comparison: 2 is the most stable of them.